{
  "formula": "C18H48O6",
  "method": "ωB97M-V with the def2-TZVPD basis set",
  "lumo_energy_ev": 0.4,
  "homo_lumo_gap_ev": 9.997,
  "charge": 0,
  "smiles": "CC(C)O.CC(C)O.CC(C)O.CC(C)O.CC(C)O.CC(C)O",
  "spin_multiplicity": 1,
  "e_tot_ha": -1166.04086,
  "species": ["C", "C", "C", "O", "H", "H", "H", "H", "H", "H", "H", "H", "C", "C", "C", "O", "H", "H", "H", "H", "H", "H", "H", "H", "C", "C", "C", "O", "H", "H", "H", "H", "H", "H", "H", "H", "C", "C", "C", "O", "H", "H", "H", "H", "H", "H", "H", "H", "C", "C", "C", "O", "H", "H", "H", "H", "H", "H", "H", "H", "C", "C", "C", "O", "H", "H", "H", "H", "H", "H", "H", "H"],
  "coordinates": [[-1.77981, -1.40219, 5.26937], [-1.53603, -0.08290, 4.57319], [-2.61476, 0.23974, 3.54239], [-1.39187, 0.97133, 5.52645], [-2.72626, -1.36598, 5.81214], [-0.98507, -1.59604, 5.99099], [-1.78168, -2.22964, 4.55721], [-0.58196, -0.10772, 4.03951], [-2.58247, -0.50887, 2.74853], [-2.44992, 1.24332, 3.15343], [-3.62316, 0.19024, 3.96850], [-2.26842, 1.21146, 5.84423], [-0.98466, 4.67656, 1.01405], [-0.46850, 3.98614, 2.27114], [-0.02888, 2.57929, 2.00419], [0.64994, 4.69542, 2.83661], [-1.89020, 4.18865, 0.65125], [-0.22556, 4.62138, 0.22685], [-1.18353, 5.74000, 1.15759], [-1.28211, 4.01717, 3.01159], [0.95911, 2.55632, 1.54314], [-0.76059, 2.07499, 1.37230], [0.05670, 2.02465, 2.94235], [0.33312, 5.55243, 3.13632], [0.57143, -4.89325, -2.30396], [-0.56414, -5.23618, -1.35748], [-0.43722, -6.61030, -0.75846], [-0.54505, -4.22886, -0.31277], [1.53384, -4.97236, -1.79741], [0.43373, -3.89430, -2.71623], [0.56830, -5.59742, -3.13933], [-1.50282, -5.11796, -1.91054], [-0.82149, -7.38976, -1.41707], [-1.03017, -6.68692, 0.16000], [0.59778, -6.81555, -0.48479], [-1.25383, -4.43896, 0.30156], [-1.98924, -2.35335, -3.29078], [-1.32960, -0.98189, -3.40214], [-1.78995, -0.06330, -2.28191], [0.09203, -1.12625, -3.40344], [-3.08018, -2.26052, -3.31826], [-1.75024, -2.76942, -2.30491], [-1.66228, -3.01598, -4.08707], [-1.57098, -0.55182, -4.37720], [-2.85389, 0.16104, -2.38909], [-1.24003, 0.87761, -2.30213], [-1.63276, -0.55136, -1.31563], [0.34596, -1.39928, -2.50918], [1.77982, 0.26254, -0.63944], [1.65741, -1.08429, 0.04324], [0.78647, -1.00446, 1.28044], [1.08283, -1.98578, -0.90757], [2.27377, 0.96669, 0.03427], [0.79645, 0.64524, -0.92200], [2.37542, 0.20092, -1.55134], [2.66838, -1.43068, 0.29217], [0.75362, -1.96256, 1.80013], [-0.19808, -0.63389, 0.99066], [1.20431, -0.28111, 1.98857], [0.79387, -2.80143, -0.47753], [2.10794, 3.94656, -1.21306], [3.25231, 3.88087, -2.19377], [2.83448, 3.19331, -3.48722], [3.66916, 5.23240, -2.44513], [2.37772, 4.52096, -0.32960], [1.80807, 2.93315, -0.94249], [1.25815, 4.41843, -1.71194], [4.09750, 3.32302, -1.76932], [2.69764, 2.11998, -3.34541], [3.56099, 3.35837, -4.28347], [1.88247, 3.61160, -3.82678], [4.53667, 5.21078, -2.85851]],
  "atomic_forces_ev_per_a": [[0.3, -0.1, 0.1], [-0.2, 0.3, -0.2], [0.0, -0.2, 0.3], [0.0, 0.0, -0.1], [-0.1, -0.1, -0.1], [0.0, 0.0, 0.0], [-0.2, 0.0, 0.0], [0.1, 0.0, 0.1], [0.0, 0.2, -0.2], [0.0, -0.1, -0.2], [0.1, 0.1, 0.1], [0.0, 0.0, 0.0], [0.5, 0.0, -0.4], [-0.3, 1.1, 0.2], [0.1, -0.5, 0.4], [-0.1, -0.3, -0.2], [0.0, 0.0, 0.0], [-0.1, -0.1, 0.0], [-0.1, 0.0, 0.2], [0.1, -0.3, 0.0], [-0.1, 0.1, -0.2], [0.1, -0.1, -0.1], [0.0, 0.0, 0.0], [0.0, 0.0, 0.0], [-0.3, -0.2, -0.1], [0.2, 0.7, -0.1], [-0.3, -0.3, 0.5], [0.1, -0.3, -0.2], [0.0, 0.1, 0.0], [0.2, 0.0, 0.1], [0.0, 0.0, 0.0], [-0.1, -0.2, 0.1], [0.2, 0.0, -0.2], [0.0, 0.0, -0.1], [0.0, -0.1, -0.1], [0.0, 0.1, 0.1], [-0.3, 0.3, 0.4], [0.3, -0.3, -0.1], [-0.1, 0.0, -0.1], [-0.4, 0.2, -0.1], [0.1, 0.0, -0.2], [0.1, -0.1, -0.2], [0.1, -0.1, 0.0], [0.0, 0.1, 0.1], [0.0, 0.0, 0.1], [0.0, 0.0, 0.0], [0.0, 0.1, 0.0], [0.3, -0.1, 0.1], [0.1, 0.1, 0.0], [0.0, 0.0, -0.3], [0.4, 0.4, 0.2], [0.2, 0.2, 0.0], [-0.1, 0.0, 0.0], [0.0, 0.0, 0.1], [0.0, -0.1, 0.0], [-0.1, -0.1, 0.1], [-0.3, -0.1, -0.1], [-0.1, -0.3, 0.1], [0.0, 0.0, -0.1], [-0.2, 0.0, 0.0], [0.0, -0.1, -0.2], [0.3, 0.0, -0.3], [-0.3, 0.2, -0.1], [-0.1, -0.1, 0.1], [0.0, -0.1, 0.1], [0.0, 0.1, 0.1], [0.0, 0.1, 0.1], [-0.1, 0.1, 0.2], [0.0, 0.0, 0.0], [0.1, -0.1, 0.1], [0.1, 0.0, 0.0], [0.0, 0.0, -0.1]]
}